The following is a quantum chemistry calculation of one molecule with the formula C4H11NS at a distorted geometry, from OMol25.

XYZ file:
```
17
Properties=species:S:1:pos:R:3:forces:R:3
C 1.358048 -2.002133 1.238892 0.1 -0.3 -1.1
N 0.060876 -1.494777 0.928731 -1.2 0.9 0.1
C -0.156063 -0.112118 0.516695 0.5 -1.2 -0.3
C -1.467130 0.358218 1.102874 -0.2 -0.7 1.1
C -0.160772 -0.049497 -1.032788 0.2 -0.1 1.1
S 0.238633 1.665767 -1.550271 -0.5 -0.8 -0.4
H 1.999291 -2.032257 0.346077 0.2 0.4 0.0
H 1.836953 -1.374806 1.992221 0.2 -0.3 0.2
H 1.334261 -3.063160 1.484120 -0.3 0.2 0.7
H -0.797484 -2.012426 0.888920 0.5 -0.7 0.3
H 0.683056 0.461708 0.915583 0.0 0.2 -0.1
H -1.714299 1.392946 0.951445 -0.1 0.4 -0.4
H -2.294446 -0.289558 0.794299 0.0 0.2 -0.5
H -1.459453 0.178551 2.183245 0.3 0.3 0.0
H 0.519606 -0.812798 -1.407366 0.5 0.5 -0.1
H -1.133660 -0.443145 -1.334295 -0.1 0.6 -0.4
H -1.048308 2.010818 -1.469214 0.0 0.4 -0.1
```
Forces are in eV/Å.

Values from the calculation:
HOMO-LUMO gap: 0.33351 hartree
total energy: -611.9120 hartree
E_HOMO: -0.2979 hartree

Results of the natural (NBO) charge analysis, in e, for atoms 1 through 8: -0.40, -0.67, -0.05, -0.62, -0.52, -0.05, 0.16, 0.18

The following is a quantum chemistry calculation of a 8-piece molecular cluster, C6H26O7 overall, from OMol25.

XYZ file:
```
39
Properties=species:S:1:pos:R:3:forces:R:3
C -2.208464 -0.273701 0.554667 -0.6 0.2 0.7
C -1.057408 -0.252775 -0.386163 0.2 -0.2 -0.6
C -0.751750 -1.237064 -1.242280 -0.3 0.3 -0.1
C -1.559778 -2.496430 -1.311825 -0.4 -0.4 -0.1
C 0.427359 -1.128295 -2.177451 0.5 -0.1 0.3
C 1.745265 -1.359947 -1.424629 0.6 0.1 -0.8
H -2.168455 -1.114266 1.247738 -0.1 -0.2 -0.2
H -3.191502 -0.272492 0.065113 0.2 -0.2 -0.1
H -2.225485 0.577069 1.236615 0.2 0.2 -0.2
H -0.423338 0.627147 -0.385818 0.1 0.1 0.0
H -0.986904 -3.360959 -1.657150 0.1 0.2 0.0
H -1.988394 -2.775390 -0.355840 0.0 0.1 0.3
H -2.421458 -2.403064 -1.987961 0.2 0.1 0.0
H 0.374114 -1.862864 -2.980157 -0.3 -0.1 0.0
H 0.467155 -0.146656 -2.662365 0.0 0.0 0.1
H 2.576885 -1.378647 -2.144510 -0.1 0.1 0.2
H 1.944652 -0.555652 -0.723447 0.0 0.0 0.2
H 1.806107 -2.317950 -0.911887 -0.3 0.0 0.2
O -1.061890 -0.713458 3.299875 0.3 0.5 0.3
H -1.053077 -0.870400 4.249128 -0.1 -0.1 0.1
H -0.585670 0.163046 3.223456 -0.2 -0.4 -0.1
O 0.553041 1.483155 3.180623 0.0 0.0 -0.2
H 1.357700 0.923580 3.160817 0.0 0.1 0.0
H 0.625798 1.919134 2.309024 0.0 -0.1 0.3
O 0.817544 -2.020908 1.784286 0.0 -0.2 0.6
H 0.137442 -1.698036 2.425668 0.2 -0.1 -0.5
H 0.435459 -1.917689 0.911386 -0.2 0.1 -0.2
O -1.412725 2.391612 -3.098498 -0.2 -0.8 -0.1
H -1.784591 1.583157 -2.681259 0.4 0.6 -0.4
H -1.043073 2.118761 -3.956522 -0.3 0.0 0.5
O 2.671881 0.000162 2.118352 -0.2 0.0 -0.3
H 2.432657 0.614130 1.389889 0.1 -0.6 0.5
H 2.134422 -0.821829 1.991055 0.2 0.5 -0.1
O 0.453467 3.486797 -1.442899 -0.2 -0.2 -0.1
H -0.191708 3.037785 -2.038573 0.3 0.2 0.2
H 0.030461 4.324090 -1.226331 0.1 0.0 0.0
O 1.660279 2.234765 0.739132 -0.4 0.5 -0.7
H 1.150548 2.579966 -0.045851 0.6 -0.1 0.5
H 2.313428 2.914131 0.954594 -0.2 -0.1 -0.1
```
Forces are in eV/Å.

Values from the calculation:
HOMO-LUMO gap: 0.34095 hartree
total energy: -770.9022 hartree
E_HOMO: -0.3361 hartree

Results of the natural (NBO) charge analysis, in e, for atoms 1 through 8: -0.67, -0.22, 0.02, -0.67, -0.43, -0.60, 0.24, 0.21

The following is a quantum chemistry calculation of C42H71N2O4OsP2S2Si4Te as an isolated structure at a distorted geometry, from OMol25.

XYZ file:
```
129
Properties=species:S:1:pos:R:3:forces:R:3
Os -0.621506 -0.681650 -0.601073 -0.5 1.0 1.1
C 4.853033 0.601819 1.537519 0.0 0.0 0.0
C 4.474361 0.874578 2.992955 0.0 0.1 0.1
C 4.950534 2.289809 3.356353 0.0 0.0 0.0
C 5.191242 -0.163526 3.873016 0.0 0.0 0.0
C 2.969412 0.785234 3.243703 0.0 0.0 -0.2
C 2.480122 0.916595 4.556917 -0.1 0.0 0.1
C 1.134273 0.857223 4.847892 -0.1 0.0 0.0
C 0.238962 0.626547 3.804217 -0.1 0.0 0.1
S -1.486758 0.476990 3.843824 0.0 0.1 -0.1
C -1.501180 0.252615 2.132878 0.1 0.3 0.4
N -0.318455 0.299087 1.563352 -0.8 -1.0 -1.1
C 0.694416 0.499278 2.498345 0.1 -0.1 -0.4
C 2.058728 0.601159 2.218190 0.0 0.0 -0.1
C -2.725487 0.053797 1.370834 -0.1 0.0 0.3
C -3.989908 0.042477 1.969125 0.1 0.1 0.1
C -5.117287 -0.167691 1.197208 0.0 0.0 0.1
C -4.982133 -0.343324 -0.177913 0.2 0.1 -0.1
C -3.719067 -0.327501 -0.760672 -0.2 0.0 0.3
C -2.556814 -0.162146 0.008133 -0.4 -1.0 -0.9
H 5.935883 0.696266 1.429949 -0.1 0.0 0.0
H 4.392841 1.323166 0.854563 0.0 -0.1 0.1
H 4.575977 -0.413277 1.234426 0.0 0.1 0.0
H 6.032023 2.374900 3.213079 -0.1 0.0 0.0
H 4.725946 2.534035 4.397660 0.0 0.0 -0.1
H 4.458233 3.033415 2.723070 0.0 0.0 0.0
H 6.254525 -0.201787 3.621738 -0.1 0.0 0.0
H 4.766229 -1.158005 3.712483 0.0 0.0 0.0
H 5.106980 0.076652 4.934495 0.0 0.0 -0.1
H 3.172326 1.069556 5.376011 0.0 0.0 -0.1
H 0.777362 1.000277 5.861302 0.1 -0.1 -0.1
H 2.378445 0.534999 1.186220 0.0 0.0 0.1
H -4.079103 0.183849 3.041919 -0.1 0.0 -0.1
H -6.096620 -0.193178 1.661280 0.1 0.0 0.0
H -5.862534 -0.502226 -0.792540 0.1 0.0 0.0
H -3.640811 -0.464698 -1.832690 0.0 -0.1 0.0
C -1.670113 -0.866598 -4.219996 -0.5 -0.1 0.3
P -0.969895 -1.815963 -2.833076 1.6 0.9 0.4
C -1.515169 -3.503375 -3.208828 -0.5 0.1 0.7
C 0.786384 -1.947360 -3.387101 -0.2 -0.3 -0.1
C 1.649884 -2.520357 -2.275189 0.1 -0.2 -0.2
P 1.652655 -1.372299 -0.874921 0.5 -0.8 -0.3
C 2.955173 -0.206540 -1.400008 -0.2 0.3 0.2
C 2.442428 -2.365714 0.421630 -0.2 0.1 0.2
H -1.241292 -1.230088 -5.153593 0.0 0.0 0.0
H -1.475734 0.197110 -4.111118 0.0 0.0 0.0
H -2.751841 -1.023479 -4.243634 0.0 0.1 -0.1
H -1.498971 -3.632379 -4.289292 0.0 0.1 -0.1
H -2.527460 -3.669198 -2.835161 0.0 -0.1 -0.1
H -0.858024 -4.234022 -2.739903 0.0 0.0 -0.1
H 1.121902 -0.955050 -3.693838 0.0 0.1 0.0
H 0.827883 -2.602338 -4.259359 -0.1 0.1 -0.1
H 2.670875 -2.699080 -2.617143 0.0 0.0 0.0
H 1.245482 -3.477983 -1.938244 0.0 -0.1 0.0
H 3.932011 -0.688152 -1.360835 0.0 0.0 0.0
H 2.958958 0.679223 -0.762372 0.1 0.0 -0.1
H 2.753534 0.121011 -2.420828 0.0 0.0 0.0
H 3.323928 -2.867308 0.020995 0.0 0.0 0.0
H 1.721746 -3.103734 0.775985 0.0 0.0 0.0
H 2.724342 -1.738277 1.266325 0.0 -0.1 0.0
C 2.515414 -6.880478 4.495705 -0.1 0.0 -0.1
C 1.804117 -6.816445 3.167761 0.1 0.0 0.0
C 2.355017 -6.123191 2.091493 -0.1 0.0 0.0
C 1.686244 -6.045146 0.878330 -0.1 -0.1 0.0
C 0.457198 -6.677774 0.738564 0.0 0.1 0.2
C -0.095375 -7.409637 1.789199 0.1 0.0 -0.2
C 0.580766 -7.467576 2.995980 0.0 0.0 0.0
S -0.467999 -6.433259 -0.740509 -0.2 -0.2 -0.4
O 0.401949 -5.813766 -1.712203 0.1 0.1 0.0
O -1.149345 -7.646529 -1.069124 0.0 0.0 0.3
N -1.588324 -5.264172 -0.437580 0.2 0.2 0.4
C -2.395474 -5.237268 0.797428 0.0 -0.1 -0.2
C -2.848082 -3.806218 1.107783 0.2 -0.1 -0.5
C -1.671976 -2.867529 1.305370 0.1 0.2 0.0
O -1.366069 -2.455735 2.401032 0.2 -0.1 -0.2
O -1.003297 -2.578642 0.176126 -0.1 0.2 0.3
H 3.555219 -6.565835 4.405063 0.0 0.0 0.0
H 2.492352 -7.894387 4.898695 0.0 0.1 0.0
H 2.024625 -6.225744 5.220812 0.0 0.0 0.0
H 3.319090 -5.638529 2.206620 0.0 -0.1 0.0
H 2.110416 -5.532594 0.022957 0.0 0.0 0.1
H -1.026165 -7.943425 1.636518 0.0 0.0 0.1
H 0.152243 -8.021927 3.823975 0.0 0.0 -0.1
H -1.125639 -4.363729 -0.565540 0.0 0.0 0.1
H -1.822342 -5.600695 1.649783 0.1 -0.1 0.1
H -3.262670 -5.883166 0.668163 0.0 0.0 0.0
H -3.437094 -3.812466 2.019253 0.0 0.0 0.0
H -3.450895 -3.422880 0.280837 -0.1 0.0 0.0
C 0.715558 6.841221 -2.383822 -0.3 0.2 0.0
Si 0.993147 5.032725 -2.010034 0.3 -0.1 0.0
C 1.995062 4.834677 -0.436906 0.0 -0.1 0.2
C 1.917727 4.235614 -3.431812 -0.1 -0.2 -0.1
Si -1.073368 3.918635 -1.679543 -0.3 0.2 0.5
Te -0.328873 1.471432 -1.745760 0.6 0.2 -0.8
Si -2.127993 4.494402 0.352463 -0.1 0.1 0.1
C -3.742049 3.576017 0.560873 -0.1 -0.2 -0.2
C -1.037520 4.165344 1.834161 0.3 -0.1 0.0
C -2.444008 6.333615 0.164334 0.0 0.2 0.0
Si -2.494134 4.054582 -3.572009 -0.1 -0.2 -0.2
C -3.977631 2.953753 -3.261120 -0.1 -0.2 0.1
C -3.045043 5.820106 -3.833229 0.1 0.3 0.2
C -1.556030 3.449991 -5.080367 0.2 0.0 0.0
H 1.675187 7.357087 -2.498104 -0.1 -0.1 0.0
H 0.158925 7.342641 -1.584158 0.1 0.0 -0.1
H 0.151721 6.974223 -3.314676 0.1 0.0 0.1
H 3.058872 5.028931 -0.610262 -0.1 0.0 0.0
H 1.895371 3.814867 -0.042893 0.1 0.1 0.0
H 1.653072 5.525979 0.341292 0.0 -0.1 -0.1
H 2.944423 4.608259 -3.501271 -0.1 0.0 0.1
H 1.420814 4.433309 -4.388636 0.1 0.0 0.1
H 1.955188 3.147924 -3.298427 0.1 0.1 -0.1
H -3.593839 2.490194 0.494926 0.0 0.2 0.0
H -4.469012 3.863576 -0.206352 0.1 0.0 0.1
H -4.184433 3.795037 1.538208 0.1 0.0 -0.1
H -0.712765 3.116678 1.858743 0.0 0.1 0.0
H -1.579036 4.371207 2.763058 0.0 0.0 -0.1
H -0.140421 4.793740 1.822235 -0.1 -0.1 0.0
H -3.040720 6.544593 -0.730845 0.1 0.0 0.1
H -1.503682 6.890370 0.073425 -0.1 -0.1 0.0
H -2.986040 6.732268 1.029339 0.1 -0.1 -0.1
H -4.668113 3.415133 -2.547204 0.1 -0.1 -0.1
H -3.666164 1.988264 -2.840981 -0.1 0.1 -0.1
H -4.535197 2.757953 -4.183096 0.1 0.1 0.0
H -3.642427 6.185710 -2.990719 0.1 0.0 -0.1
H -3.661269 5.896561 -4.735839 0.1 -0.1 0.1
H -2.189651 6.495613 -3.952113 -0.1 -0.1 0.0
H -0.878436 2.631378 -4.811591 -0.1 0.0 -0.1
H -0.947779 4.252194 -5.513560 -0.1 -0.1 0.1
H -2.236215 3.089574 -5.858485 0.0 0.1 0.1
```
Forces are in eV/Å.

Values from the calculation:
total charge: +1
HOMO-LUMO gap (alpha / beta): 0.21198 / 0.21266 hartree
total energy: -5049.2384 hartree
E_HOMO (alpha / beta): -0.3851 / -0.3853 hartree

Results of the Mulliken charge analysis, in e, for atoms 1 through 8: 0.66, -1.45, 1.79, -1.73, -1.75, 0.22, -0.52, -1.43

Computed ΔE to the lowest compared entry with this formula, charge and spin (kJ/mol) in order:
79.1, 0.0, 47.5